[1]
The following is a quantum chemistry calculation of C35H33N7O2STa as an isolated structure, from the OMol25 dataset.

## Properties
- energy relative to the best compared isomer or geometry (same formula, charge and spin) (kcal per mole) = 15.2
- LUMO (eV) = -9.6
- electronic energy (Ha) = -2341.692386
- HOMO energy (Ha) = -0.5896
- net charge = +3

```
79
Properties=species:S:1:pos:R:3:mulliken_charge:R:1
Ta 0.91 0.68 -0.17 2.47
C 3.63 2.34 0.25 -1.02
C 2.71 3.03 1.23 -0.59
N 1.59 2.09 1.58 -0.73
C 0.49 2.89 2.18 -1.29
C -0.37 3.43 1.07 0.54
C -1.18 4.54 1.23 -1.18
C -1.94 4.97 0.15 -0.65
C -1.84 4.28 -1.06 -0.93
C -1.00 3.19 -1.14 1.20
C -0.86 2.37 -2.38 -2.20
N 0.37 1.55 -2.30 -0.23
C 1.58 2.20 -2.94 -0.96
C 2.45 2.86 -1.90 -0.65
N 2.80 1.84 -0.87 -0.72
N -0.28 2.76 -0.09 0.60
H 4.09 1.47 0.72 0.37
H 4.43 2.99 -0.10 0.55
H 2.26 3.91 0.78 0.43
H 3.22 3.33 2.14 0.45
H 1.92 1.46 2.31 0.34
H 0.91 3.69 2.80 0.64
H -0.10 2.26 2.85 0.42
H -1.21 5.06 2.18 0.61
H -2.58 5.83 0.23 0.49
H -2.39 4.60 -1.93 0.61
H -0.85 2.99 -3.27 0.64
H -1.71 1.69 -2.45 0.40
H 0.19 0.72 -2.85 0.36
H 1.26 2.91 -3.70 0.51
H 2.14 1.41 -3.43 0.41
H 1.92 3.68 -1.41 0.35
H 3.35 3.27 -2.36 0.58
H 3.37 1.14 -1.34 0.46
O 1.75 -0.42 -1.86 -0.89
S 2.50 -1.53 -1.19 1.60
O 3.92 -1.49 -1.34 -0.72
N 1.97 -1.03 0.26 0.32
C 2.12 -1.70 1.48 0.06
C 3.00 -2.68 1.85 -0.59
C 2.86 -3.26 3.13 -0.97
C 1.86 -2.90 3.99 -0.89
C 0.92 -1.90 3.61 0.40
C -0.18 -1.49 4.39 -0.73
C -1.05 -0.55 3.87 -1.47
C -0.79 0.01 2.61 -0.34
N 0.27 -0.30 1.89 0.40
C 1.09 -1.29 2.36 0.57
C 1.82 -3.07 -1.62 0.25
C 0.43 -3.21 -1.59 -0.19
C -0.11 -4.43 -1.95 -0.81
C 0.73 -5.48 -2.33 -0.51
C 2.11 -5.31 -2.36 -0.78
C 2.67 -4.10 -2.00 -0.37
H 3.80 -3.00 1.19 0.64
H 3.57 -4.03 3.42 0.46
H 1.76 -3.38 4.95 0.49
H -0.35 -1.93 5.36 0.52
H -1.93 -0.24 4.41 0.53
H -1.51 0.68 2.16 0.88
H -0.20 -2.39 -1.29 0.29
H -1.18 -4.57 -1.94 0.51
H 0.30 -6.42 -2.62 0.45
H 2.75 -6.13 -2.66 0.46
H 3.74 -3.95 -2.02 0.54
N -8.59 -2.40 -1.12 -0.35
C -7.51 -2.03 -1.00 -0.22
C -6.16 -1.58 -0.86 0.53
C -5.77 -0.37 -1.45 -0.92
C -4.47 0.07 -1.32 -0.45
C -3.55 -0.69 -0.59 0.13
C -3.94 -1.90 0.00 -0.46
C -5.24 -2.34 -0.14 -0.88
C -2.20 -0.25 -0.46 0.56
C -1.05 0.13 -0.34 0.73
H -6.50 0.21 -2.00 0.49
H -4.17 1.00 -1.77 0.42
H -3.23 -2.49 0.55 0.56
H -5.56 -3.27 0.31 0.48
```

***

[2]
The following is a quantum chemistry calculation of C35H34ClNOSi2V as an isolated structure at a distorted geometry, from the OMol25 dataset.

## Properties
- LUMO (alpha / beta) (eV) = -12.0 / -12.0
- electronic energy (Ha) = -3466.068688
- HOMO energy (alpha / beta) (Ha) = -0.5826 / -0.5825
- net charge = +3

```
75
Properties=species:S:1:pos:R:3:mulliken_charge:R:1
C 4.07 -0.03 -0.26 0.02
C 3.18 -1.03 -0.75 -0.64
C 2.24 -0.37 -1.60 -0.21
H 3.24 -2.09 -0.54 0.64
C 2.54 1.03 -1.58 -1.21
C 3.66 1.24 -0.73 -0.41
H 4.15 2.19 -0.54 0.52
H 4.99 -0.21 0.29 0.52
H 1.48 -0.88 -2.18 0.60
H 2.05 1.81 -2.14 0.83
V 2.05 0.39 0.26 1.61
Si -0.65 0.83 -1.57 -0.43
C -1.64 -0.72 -1.97 1.18
C -3.03 -0.66 -1.78 -0.23
H -3.49 0.21 -1.30 0.73
C -3.86 -1.70 -2.21 -1.01
H -4.94 -1.62 -2.09 0.50
C -3.30 -2.84 -2.79 -0.69
H -3.94 -3.67 -3.10 0.46
C -1.91 -2.93 -2.93 -0.82
H -1.46 -3.83 -3.35 0.48
C -1.09 -1.87 -2.52 -0.26
H 0.00 -1.96 -2.62 0.37
C -1.81 2.04 -2.49 0.77
C -2.03 1.83 -3.86 -0.49
H -1.42 1.11 -4.41 0.37
C -3.06 2.50 -4.52 -0.67
H -3.27 2.29 -5.57 0.43
C -3.84 3.44 -3.82 -0.67
H -4.68 3.93 -4.31 0.42
C -3.52 3.75 -2.50 -0.65
H -4.08 4.52 -1.96 0.43
C -2.49 3.07 -1.83 -0.32
H -2.23 3.31 -0.80 0.07
H 0.39 1.12 -2.56 -0.13
Si -2.66 -0.69 1.64 -0.17
C -1.95 0.95 1.09 0.82
C -0.68 1.16 0.28 4.40
H -0.01 0.33 0.58 -4.55
C -0.02 2.48 0.36 0.47
H 0.90 2.65 -0.24 0.38
C -0.56 3.48 1.15 -1.12
H -0.05 4.44 1.23 0.56
C -1.75 3.28 1.87 -0.84
H -2.14 4.08 2.49 0.52
C -2.42 2.05 1.82 -0.83
H -3.32 1.95 2.43 0.57
C -2.00 -2.32 1.02 0.98
C -0.66 -2.57 0.69 0.68
H 0.08 -1.80 0.89 -0.06
C -0.25 -3.79 0.16 -0.63
H 0.78 -3.92 -0.19 0.44
C -1.16 -4.84 0.07 -0.59
H -0.84 -5.80 -0.34 0.47
C -2.48 -4.66 0.50 -0.76
H -3.19 -5.49 0.45 0.44
C -2.91 -3.41 0.95 -0.49
H -3.94 -3.27 1.27 0.35
H -2.53 -0.74 3.05 0.07
Cl 0.98 -0.26 2.45 -0.21
O 2.79 2.32 2.27 -0.34
C 4.09 2.06 2.85 -0.87
C 4.17 0.61 3.19 0.59
C 4.43 0.21 4.50 -0.84
C 4.44 -1.16 4.79 -0.52
C 4.13 -2.06 3.77 -0.79
C 3.87 -1.57 2.50 -0.12
N 3.88 -0.27 2.23 0.22
H 2.63 3.28 2.31 0.30
H 4.88 2.34 2.13 0.27
H 4.18 2.65 3.77 0.52
H 4.63 1.00 5.22 0.43
H 4.67 -1.50 5.80 0.46
H 4.11 -3.14 3.92 0.47
H 3.58 -2.26 1.70 0.24
```